1.
{"formula": "C38H35F9N2O2PPdSi", "method": "ωB97M-V with the def2-TZVPD basis set", "elements": ["Pd", "C", "C", "N", "C", "C", "C", "C", "C", "C", "C", "C", "C", "N", "C", "H", "H", "H", "H", "H", "H", "H", "H", "F", "C", "F", "F", "C", "C", "C", "C", "C", "C", "P", "C", "C", "C", "C", "C", "C", "C", "F", "F", "F", "C", "C", "C", "C", "C", "C", "C", "F", "F", "F", "H", "H", "H", "H", "H", "H", "H", "H", "H", "H", "H", "H", "C", "C", "O", "H", "H", "H", "H", "H", "H", "C", "Si", "C", "C", "O", "H", "H", "H", "H", "H", "H", "H", "H", "H"], "positions_angstrom": [[-0.5129, -0.6300, -0.5059], [4.4066, -0.9931, -0.8000], [3.0392, -0.9174, -1.1070], [2.0971, -1.0389, -0.2053], [2.4457, -1.2573, 1.0695], [3.7799, -1.3227, 1.4899], [4.7718, -1.1820, 0.5065], [4.0896, -1.5396, 2.8810], [3.1083, -1.7371, 3.7773], [1.7238, -1.7397, 3.3735], [0.6905, -2.0297, 4.2785], [-0.6011, -2.0693, 3.8336], [-0.8588, -1.7587, 2.4902], [0.0889, -1.4369, 1.6336], [1.3756, -1.4690, 2.0451], [5.1456, -0.8948, -1.5841], [2.7075, -0.7380, -2.1251], [5.8166, -1.2321, 0.7932], [5.1294, -1.5524, 3.1872], [3.3392, -1.9092, 4.8224], [0.9319, -2.2296, 5.3168], [-1.4217, -2.3134, 4.4953], [-1.8666, -1.7581, 2.0891], [1.0791, 8.7023, -0.6575], [0.7026, 7.9861, -1.7330], [1.5337, 8.3252, -2.7338], [-0.5181, 8.4446, -2.0755], [0.6985, 6.5111, -1.4628], [1.2983, 5.6330, -2.3461], [1.2772, 4.2689, -2.0740], [0.6650, 3.7553, -0.9341], [0.0673, 4.6673, -0.0566], [0.0800, 6.0286, -0.3138], [0.6949, 1.8673, -0.7570], [-0.9590, 1.3693, -1.2689], [-1.0335, 0.3563, -2.2842], [-2.3075, 0.0538, -2.8584], [-3.4242, 0.7165, -2.4604], [-3.3615, 1.7271, -1.4573], [-2.1694, 2.0324, -0.8809], [-4.7420, 0.3943, -3.0899], [-5.4867, -0.4558, -2.3490], [-4.6222, -0.1783, -4.3017], [-5.5064, 1.4943, -3.2581], [0.7200, 1.8866, 1.0946], [-0.3414, 1.5853, 1.9408], [-0.1636, 1.5346, 3.3149], [1.0876, 1.7675, 3.8668], [2.1582, 2.0878, 3.0424], [1.9636, 2.1519, 1.6709], [1.2559, 1.6981, 5.3535], [0.7472, 2.7812, 5.9767], [0.6281, 0.6338, 5.8889], [2.5451, 1.6149, 5.7252], [1.7860, 6.0084, -3.2352], [1.7514, 3.5825, -2.7679], [-0.4001, 4.3130, 0.8558], [-0.3889, 6.7198, 0.3765], [-0.1441, 0.0542, -2.8291], [-2.3656, -0.6919, -3.6404], [-4.2597, 2.2574, -1.1686], [-2.1335, 2.8222, -0.1378], [-1.3086, 1.3449, 1.5160], [-0.9988, 1.2827, 3.9580], [3.1372, 2.2662, 3.4660], [2.8080, 2.3785, 1.0268], [-4.9737, -2.8948, -0.2168], [-3.5729, -3.1027, -0.7449], [-2.6872, -2.3435, 0.0553], [-5.7043, -3.4431, -0.8177], [-5.2347, -1.8367, -0.2396], [-5.0435, -3.2453, 0.8159], [-3.5018, -2.7873, -1.7929], [-3.3137, -4.1694, -0.7128], [-1.7901, -2.4836, -0.3400], [-0.3273, -5.6805, -1.2532], [0.1088, -4.0579, -2.0959], [-0.6127, -4.1818, -3.8342], [1.9803, -4.0995, -2.3174], [-0.3679, -2.7640, -1.3020], [0.0187, -6.5399, -1.8391], [-1.4107, -5.7736, -1.1244], [0.1327, -5.7374, -0.2613], [-0.0096, -4.8393, -4.4714], [-0.6431, -3.1923, -4.3032], [-1.6354, -4.5735, -3.8194], [2.3162, -4.9877, -2.8629], [2.4850, -4.0809, -1.3450], [2.3105, -3.2153, -2.8744]], "charge": -1, "fmax_ha_per_bohr": 0.0164, "homo_ev": -4.170, "e_lumo_ev": 2.24, "homo_lumo_gap_ev": 6.41}

2.
{"formula": "C4H5NO", "method": "ωB97M-V with the def2-TZVPD basis set", "elements": ["O", "C", "C", "C", "H", "H", "C", "N", "H", "H", "H"], "positions_angstrom": [[1.9602, -0.4150, -0.8777], [1.5118, 0.5092, -0.2467], [0.5027, 1.4883, 0.0350], [1.6163, 1.4932, 0.7782], [-0.4425, 2.0056, -0.0905], [2.1266, 1.9857, 1.5956], [-1.7569, -1.1765, -0.3284], [-0.6435, -1.4454, 0.2101], [-2.1598, -0.1661, -0.2128], [-2.3671, -1.8756, -0.9135], [-0.3574, -2.4052, 0.0070]], "smiles": "O=c1cc1.C=N", "fmax_ha_per_bohr": 0.0103, "homo_ev": -9.033, "e_lumo_ev": 1.02, "homo_lumo_gap_ev": 10.05}

3.
{"formula": "C3H12F9O15S3Y", "method": "ωB97M-V with the def2-TZVPD basis set", "elements": ["Y", "C", "F", "F", "F", "S", "O", "O", "O", "C", "F", "F", "F", "S", "O", "O", "O", "C", "F", "F", "F", "S", "O", "O", "O", "O", "H", "H", "O", "H", "H", "O", "H", "H", "O", "H", "H", "O", "H", "H", "O", "H", "H"], "positions_angstrom": [[-0.9511, -9.8108, 12.9833], [-7.2307, -7.6910, 9.3433], [-7.1766, -6.9634, 10.4437], [-8.4793, -7.5868, 8.7980], [-6.3123, -7.2147, 8.4643], [-6.8427, -9.5539, 9.7818], [-6.7283, -10.2641, 8.5041], [-5.5240, -9.4565, 10.4411], [-7.9260, -9.9753, 10.7144], [-6.7989, -11.1423, 17.6720], [-7.4123, -11.0838, 18.8384], [-5.8005, -12.0517, 17.7838], [-7.6843, -11.5579, 16.7740], [-6.0270, -9.3747, 17.2375], [-4.8164, -9.6394, 16.4570], [-7.0279, -8.5812, 16.5036], [-5.7378, -8.7803, 18.5509], [4.4501, -14.3698, 9.6811], [3.6876, -15.1990, 9.0201], [5.7167, -14.7530, 9.6482], [4.3751, -13.0847, 9.2457], [3.9154, -14.3674, 11.5141], [3.6790, -15.6797, 12.0013], [5.0026, -13.6796, 12.2502], [2.7356, -13.4713, 11.5322], [0.4120, -6.5217, 15.8673], [0.8564, -6.7683, 16.6784], [0.4661, -5.5663, 15.8450], [2.7999, -7.9991, 11.9102], [3.3688, -7.9296, 12.6768], [3.2382, -7.4774, 11.2379], [-1.7255, -5.8861, 10.9525], [-1.6108, -5.6599, 10.0295], [-2.2339, -5.1611, 11.3159], [-2.6080, -13.6991, 13.7440], [-2.0792, -14.2610, 14.3105], [-3.2681, -14.2850, 13.3737], [0.4369, -11.5057, 16.8648], [0.5775, -12.4524, 16.8762], [0.1614, -11.2932, 17.7565], [-0.3130, -10.1571, 8.5574], [0.4190, -9.6069, 8.2786], [-0.8305, -10.2885, 7.7629]], "fmax_ha_per_bohr": 0.0734, "homo_ev": -8.851, "e_lumo_ev": -7.28, "homo_lumo_gap_ev": 1.57}

4.
{"formula": "C5H7NO2", "method": "ωB97M-V with the def2-TZVPD basis set", "elements": ["C", "C", "O", "C", "C", "C", "N", "O", "H", "H", "H", "H", "H", "H", "H"], "positions_angstrom": [[1.6334, 0.2345, -1.2633], [0.8371, 0.5074, -0.1990], [0.6511, 1.7965, 0.2565], [0.2297, -0.4995, 0.6491], [0.3478, -1.7742, 0.9414], [-1.2379, -0.0845, -0.2033], [-2.0324, 0.6273, 0.6216], [-1.6021, -0.6394, -1.2044], [2.3809, 0.9418, -1.5891], [1.6878, -0.7657, -1.6525], [0.9860, 2.4035, -0.4179], [1.2730, -2.1558, 1.3510], [-0.5075, -2.4384, 0.9084], [-3.0127, 0.7113, 0.4082], [-1.6341, 1.1350, 1.3934]], "smiles": "C=C(O)C(=C)C(N)=O", "fmax_ha_per_bohr": 0.1239, "homo_ev": -8.179, "e_lumo_ev": 0.43, "homo_lumo_gap_ev": 8.61}